{
  "formula": "C4H14NOS",
  "method": "the ωB97M-V functional and the def2-TZVPD basis",
  "lumo_ev": -2.99,
  "molar_mass_g_mol": 124.23,
  "orbital_gap_ha": 0.355,
  "total_charge": 1,
  "symbols": ["C", "C", "C", "S", "C", "N", "H", "H", "H", "H", "H", "H", "H", "H", "H", "H", "H", "H", "H", "H", "O"],
  "coordinates": [[0.989, 0.016, 1.343], [1.831, -0.327, 0.133], [1.114, -1.239, -0.844], [-0.396, -0.522, -1.614], [-1.351, -2.058, -1.896], [-0.002, 1.089, 0.988], [1.549, 0.339, 2.217], [0.352, -0.820, 1.655], [2.105, 0.622, -0.329], [2.781, -0.771, 0.439], [1.778, -1.519, -1.659], [0.794, -2.148, -0.343], [-0.684, -2.900, -1.777], [-2.243, -1.964, -1.311], [-1.622, -2.042, -2.946], [-0.596, 1.410, 1.763], [-0.582, 0.772, 0.178], [0.419, 1.966, 0.673], [-2.416, 2.704, 0.907], [-2.065, 4.134, 1.075], [-1.755, 3.258, 1.346]]
}

{
  "formula": "C18H7GaN4O8S2",
  "method": "the ωB97M-V functional and the def2-TZVPD basis",
  "lumo_ev": 2.52,
  "molar_mass_g_mol": 541.13,
  "orbital_gap_ha": 0.204,
  "total_charge": -2,
  "symbols": ["Ga", "O", "C", "C", "C", "C", "C", "C", "C", "O", "N", "O", "O", "H", "H", "H", "H", "S", "C", "S", "C", "C", "N", "C", "N", "O", "C", "O", "C", "C", "C", "N", "C", "C", "C", "O", "O", "H", "H", "H"],
  "coordinates": [[-0.936, -0.303, -0.253], [-0.982, -2.062, -1.168], [-0.200, -2.995, -0.917], [1.074, -2.925, -0.268], [1.879, -4.059, -0.254], [3.221, -3.996, 0.218], [3.686, -2.821, 0.857], [2.794, -1.757, 1.032], [1.546, -1.761, 0.424], [0.801, -0.689, 0.497], [4.035, -5.038, -0.195], [5.222, -5.078, 0.158], [3.523, -5.885, -0.943], [-0.550, -3.976, -1.249], [1.580, -4.986, -0.678], [4.714, -2.755, 1.102], [2.972, -0.879, 1.629], [-2.954, 0.265, -1.937], [-1.651, 0.833, -2.871], [-0.034, 0.721, -2.252], [-1.935, 1.430, -4.148], [-0.946, 1.901, -5.040], [-0.133, 2.303, -5.783], [-3.242, 1.644, -4.630], [-4.316, 1.860, -5.043], [-0.511, 5.882, 3.150], [-1.207, 4.903, 3.519], [-1.979, 4.696, 4.507], [-1.160, 3.777, 2.526], [-0.543, 3.982, 1.238], [-0.490, 2.867, 0.395], [-0.977, 1.675, 0.684], [-1.536, 1.454, 1.884], [-1.570, 2.469, 2.860], [-2.151, 0.118, 2.237], [-2.779, -0.045, 3.277], [-1.980, -0.808, 1.304], [-0.222, 4.951, 0.867], [-0.107, 2.937, -0.581], [-1.957, 2.150, 3.846]]
}

{
  "formula": "C31H33F8N6O3S2",
  "method": "the ωB97M-V functional and the def2-TZVPD basis",
  "lumo_ev": -6.78,
  "molar_mass_g_mol": 753.76,
  "orbital_gap_ha": 0.156,
  "total_charge": 1,
  "symbols": ["N", "C", "C", "O", "C", "S", "F", "S", "O", "O", "C", "F", "F", "C", "F", "F", "C", "F", "F", "F", "H", "H", "H", "H", "H", "H", "H", "H", "N", "C", "C", "C", "C", "C", "H", "H", "H", "H", "H", "N", "C", "C", "C", "C", "C", "H", "H", "H", "H", "H", "N", "C", "C", "C", "C", "C", "H", "H", "H", "H", "H", "N", "C", "C", "C", "C", "C", "H", "H", "H", "H", "H", "N", "C", "C", "C", "C", "C", "H", "H", "H", "H", "H"],
  "coordinates": [[3.934, -0.937, 4.167], [2.793, 0.009, 3.944], [2.223, 0.605, 5.343], [1.926, -0.424, 6.306], [1.048, 1.674, 5.146], [-0.412, 0.984, 4.178], [-0.493, -0.600, 4.660], [-2.050, 2.144, 4.851], [-2.158, 3.329, 3.916], [-1.822, 2.727, 6.224], [-3.709, 1.279, 4.786], [-4.319, 1.354, 3.514], [-4.552, 2.053, 5.619], [-3.729, -0.197, 5.408], [-2.788, -0.309, 6.463], [-4.989, -0.328, 6.044], [-3.650, -1.385, 4.348], [-3.097, -2.545, 4.930], [-2.941, -1.095, 3.186], [-4.972, -1.713, 3.994], [3.555, -1.882, 4.039], [4.313, -0.814, 5.116], [3.211, 0.936, 3.383], [1.974, -0.416, 3.278], [3.110, 1.188, 5.789], [1.697, -1.257, 5.830], [0.633, 1.902, 6.197], [1.425, 2.659, 4.691], [4.163, 2.172, 1.534], [5.310, 2.803, 1.832], [6.205, 3.266, 0.882], [5.903, 3.064, -0.457], [4.725, 2.413, -0.794], [3.895, 1.991, 0.231], [5.504, 2.935, 2.892], [7.114, 3.771, 1.181], [6.579, 3.411, -1.231], [4.458, 2.238, -1.829], [2.961, 1.480, 0.017], [2.883, 2.523, -3.711], [1.630, 2.936, -3.459], [0.735, 3.327, -4.440], [1.154, 3.294, -5.761], [2.444, 2.874, -6.050], [3.262, 2.499, -4.998], [1.350, 2.947, -2.410], [-0.265, 3.648, -4.178], [0.483, 3.593, -6.557], [2.804, 2.837, -7.070], [4.278, 2.159, -5.174], [-5.577, -4.179, 0.703], [-5.766, -5.470, 0.390], [-5.415, -6.524, 1.219], [-4.831, -6.231, 2.441], [-4.622, -4.904, 2.789], [-5.012, -3.923, 1.892], [-6.223, -5.649, -0.578], [-5.594, -7.548, 0.915], [-4.542, -7.028, 3.117], [-4.168, -4.638, 3.736], [-4.874, -2.873, 2.118], [3.927, -1.670, -3.042], [3.004, -0.709, -3.207], [1.643, -0.955, -3.298], [1.207, -2.269, -3.220], [2.140, -3.282, -3.052], [3.478, -2.932, -2.968], [3.394, 0.300, -3.266], [0.943, -0.138, -3.429], [0.149, -2.502, -3.289], [1.835, -4.319, -2.988], [4.245, -3.688, -2.833], [-1.582, 1.592, -6.066], [-2.653, 1.842, -5.298], [-3.901, 1.278, -5.507], [-4.057, 0.407, -6.575], [-2.966, 0.133, -7.387], [-1.759, 0.745, -7.091], [-2.483, 2.532, -4.477], [-4.730, 1.515, -4.852], [-5.018, -0.053, -6.773], [-3.051, -0.542, -8.229], [-0.876, 0.559, -7.695]]
}

{
  "formula": "C22H32N6O2Y",
  "method": "the ωB97M-V functional and the def2-TZVPD basis",
  "lumo_ev": -8.23,
  "molar_mass_g_mol": 501.44,
  "orbital_gap_ha": 0.299,
  "total_charge": 3,
  "symbols": ["Y", "N", "C", "C", "C", "N", "C", "C", "N", "C", "H", "H", "H", "H", "H", "H", "H", "H", "H", "H", "H", "H", "H", "H", "H", "H", "O", "C", "O", "C", "C", "C", "C", "C", "C", "C", "C", "C", "N", "H", "H", "H", "H", "H", "H", "N", "C", "N", "C", "C", "C", "C", "C", "H", "H", "H", "H", "H", "H", "H", "H", "H", "H"],
  "coordinates": [[-0.939, 0.066, -0.388], [-5.364, 1.508, -2.885], [-4.085, 1.643, -2.101], [-3.206, 2.684, -2.799], [-1.957, 3.078, -1.999], [-0.920, 1.995, -1.933], [-2.380, 3.565, -0.608], [-3.278, 2.594, 0.165], [-2.454, 1.503, 0.758], [-4.446, 2.043, -0.667], [-5.173, 1.448, -3.896], [-5.981, 2.323, -2.735], [-5.898, 0.671, -2.611], [-3.593, 0.663, -2.111], [-3.777, 3.608, -2.930], [-2.915, 2.323, -3.788], [-1.512, 3.931, -2.533], [-0.047, 2.484, -1.686], [-0.767, 1.668, -2.898], [-2.921, 4.504, -0.745], [-1.503, 3.796, 0.000], [-3.736, 3.156, 0.990], [-3.103, 0.834, 1.195], [-1.948, 1.931, 1.542], [-5.217, 2.818, -0.699], [-4.872, 1.183, -0.143], [-2.990, -1.334, 0.584], [-2.465, -1.667, -0.479], [-2.369, -0.841, -1.470], [-1.492, -2.809, -0.560], [-1.729, -4.180, -0.560], [-0.636, -5.018, -0.542], [0.664, -4.482, -0.512], [1.815, -5.297, -0.422], [3.059, -4.731, -0.375], [3.209, -3.334, -0.462], [2.116, -2.511, -0.556], [0.819, -3.061, -0.550], [-0.274, -2.246, -0.561], [-2.736, -4.565, -0.587], [-0.770, -6.089, -0.537], [1.691, -6.370, -0.399], [3.939, -5.350, -0.288], [4.205, -2.915, -0.468], [2.225, -1.432, -0.646], [0.726, 0.492, 0.911], [1.778, 0.424, 1.432], [2.932, 0.363, 1.933], [3.193, -0.090, 3.313], [4.670, -0.431, 3.454], [5.542, 0.810, 3.245], [4.939, 1.724, 2.171], [4.076, 0.934, 1.197], [2.569, -0.960, 3.533], [2.921, 0.718, 4.000], [4.940, -1.209, 2.737], [4.848, -0.834, 4.449], [6.547, 0.499, 2.960], [5.632, 1.367, 4.177], [5.726, 2.224, 1.606], [4.326, 2.500, 2.633], [4.651, 0.116, 0.752], [3.697, 1.568, 0.391]]
}